[1]
Formula: C36H26F5N2NiO2PSe
Source: the OMol25 dataset
Level of theory: ωB97M-V with the def2-TZVPD basis set

Cartesian coordinates (Å):
Ni 0.564 -0.170 -0.536
C -0.228 -3.400 -0.725
O 0.750 -2.382 -0.544
C 2.034 -2.796 -0.275
C 2.359 -4.091 0.089
C 3.686 -4.416 0.349
C 4.671 -3.446 0.251
C 4.332 -2.150 -0.120
C 3.014 -1.816 -0.399
N 2.568 -0.524 -0.797
N 3.531 0.213 -1.160
C 3.378 1.514 -1.488
C 2.151 2.237 -1.395
O 1.040 1.696 -1.146
C 2.200 3.675 -1.581
C 3.345 4.303 -1.905
C 4.578 3.588 -2.110
C 5.747 4.257 -2.511
C 6.913 3.567 -2.733
C 6.931 2.176 -2.553
C 5.801 1.504 -2.145
C 4.597 2.196 -1.909
H -0.522 -3.836 0.232
H 0.157 -4.179 -1.382
H -1.078 -2.920 -1.187
H 1.594 -4.851 0.192
H 3.938 -5.428 0.641
H 5.702 -3.696 0.470
H 5.079 -1.372 -0.189
H 1.270 4.219 -1.451
H 3.354 5.382 -2.032
H 5.713 5.334 -2.650
H 7.810 4.088 -3.047
H 7.843 1.622 -2.747
H 5.819 0.432 -2.007
C -1.877 2.098 -1.572
P -1.570 0.861 -0.248
C -3.307 0.731 0.378
C -3.737 1.248 1.601
C -5.083 1.199 1.957
C -6.016 0.626 1.106
C -5.601 0.109 -0.117
C -4.262 0.166 -0.476
C -0.826 1.854 1.117
C -1.064 3.217 1.282
C -0.488 3.918 2.332
C 0.331 3.264 3.242
C 0.584 1.909 3.090
C 0.011 1.213 2.032
H -2.514 2.907 -1.212
H -2.394 1.592 -2.389
H -0.925 2.477 -1.933
H -3.026 1.693 2.285
H -5.398 1.620 2.904
H -7.059 0.583 1.393
H -6.322 -0.330 -0.798
H -3.953 -0.230 -1.440
H -1.698 3.744 0.576
H -0.681 4.979 2.443
H 0.772 3.810 4.067
H 1.227 1.393 3.792
H 0.204 0.156 1.927
F -6.604 -5.682 0.249
C -5.673 -4.845 0.656
C -5.074 -3.986 -0.248
F -5.450 -4.002 -1.521
C -4.090 -3.123 0.182
F -3.559 -2.325 -0.730
C -3.669 -3.077 1.516
Se -2.331 -1.922 2.131
C -4.319 -3.949 2.404
F -4.002 -3.969 3.686
C -5.301 -4.821 1.987
F -5.897 -5.635 2.850

## Properties
Highest occupied orbital energy (spin up / spin down)   -7.0 / -6.9 eV
Expectation value of S²   2.02
Gap between HOMO and LUMO (spin up / spin down)   6.98 / 4.31 eV
2S+1   3
Total energy   -6397.779459 Eh
LUMO energy (spin up / spin down)   -0.1 / -2.6 eV

These are the Löwdin partial charges, in e, on atoms 1 to 5: Ni 0.28; C -0.07; O -0.17; C -0.22; C -0.02

---

[2]
Formula: C28H51InN5O6P2S2Sb2
Source: the OMol25 dataset
Level of theory: ωB97M-V with the def2-TZVPD basis set

Cartesian coordinates (Å):
In 0.284 -0.515 -1.628
C 3.705 -0.546 0.987
Sb 2.260 0.959 0.555
C 3.612 2.309 -0.398
C 2.329 2.013 2.451
C 1.669 1.328 3.610
C 2.238 0.152 4.106
C 1.687 -0.532 5.176
C 0.541 -0.040 5.783
C -0.029 1.131 5.312
C 0.516 1.835 4.235
C -0.175 3.076 3.756
Sb -1.424 2.534 2.074
C -2.204 4.481 1.613
C -3.067 1.913 3.307
H 4.525 -0.122 1.565
H 4.078 -0.915 0.030
H 3.255 -1.386 1.511
H 4.473 2.484 0.247
H 3.123 3.261 -0.604
H 3.930 1.866 -1.338
H 1.929 3.006 2.262
H 3.398 2.123 2.642
H 3.142 -0.227 3.643
H 2.160 -1.434 5.542
H 0.105 -0.550 6.633
H -0.908 1.532 5.805
H 0.521 3.851 3.442
H -0.815 3.492 4.534
H -2.476 5.000 2.531
H -3.088 4.390 0.982
H -1.456 5.065 1.078
H -3.567 2.787 3.722
H -2.684 1.304 4.126
H -3.781 1.323 2.735
O 2.663 0.205 -4.917
S 2.319 -0.527 -3.737
O 1.022 -1.236 -3.784
O 2.255 0.325 -2.508
C 3.614 -1.720 -3.459
C 4.752 -1.513 -4.225
C 5.863 -2.333 -4.083
C 5.839 -3.364 -3.165
C 4.703 -3.579 -2.396
C 3.583 -2.771 -2.532
S 2.193 -3.270 -1.521
O 2.721 -4.081 -0.461
O 1.236 -3.902 -2.399
O 1.646 -1.994 -0.940
H 4.755 -0.702 -4.939
H 6.739 -2.157 -4.691
H 6.698 -4.010 -3.041
H 4.672 -4.380 -1.672
C -0.341 3.110 -1.867
P -0.792 1.572 -2.709
C -0.153 1.772 -4.391
C -2.601 1.613 -2.978
C -3.515 2.029 -1.828
P -3.777 0.797 -0.467
C -5.303 1.556 0.224
C -4.522 -0.582 -1.423
H -0.759 3.969 -2.395
H 0.747 3.184 -1.866
H -0.693 3.098 -0.836
H -0.603 2.658 -4.840
H -0.392 0.893 -4.989
H 0.930 1.876 -4.375
H -2.881 0.630 -3.368
H -2.732 2.321 -3.802
H -4.493 2.261 -2.261
H -3.154 2.953 -1.367
H -6.065 1.705 -0.544
H -5.064 2.523 0.672
H -5.716 0.921 1.008
H -5.275 -0.240 -2.136
H -5.000 -1.265 -0.718
H -3.746 -1.139 -1.950
C -1.244 -1.372 2.940
N -1.533 -2.355 1.904
C -2.214 -3.581 2.305
C -1.213 -2.075 0.628
N -0.836 -0.907 0.215
N -1.290 -3.152 -0.242
C -1.332 -3.145 -1.620
N -1.595 -4.354 -2.176
N -1.194 -2.057 -2.303
H -1.217 -1.873 3.903
H -2.007 -0.591 2.972
H -0.265 -0.916 2.784
H -2.731 -3.392 3.242
H -1.518 -4.409 2.461
H -2.969 -3.864 1.573
H -0.955 -0.156 0.886
H -1.227 -4.061 0.187
H -1.448 -5.173 -1.606
H -1.209 -4.472 -3.102
H -1.183 -2.246 -3.300

## Properties
Highest occupied orbital energy   -10.5 eV
Gap between HOMO and LUMO   8.58 eV
Total energy   -3972.377742 Eh
Relative energy (zero: lowest compared OMol25 entry of this formula, charge and spin)   0.0000 eV
LUMO energy   -1.9 eV
Net charge   +1

These are the Löwdin partial charges, in e, on atoms 1 to 5: In 0.48; C -0.29; Sb 1.38; C -0.30; C -0.32

---

[3]
Formula: C10H16N4
Source: the OMol25 dataset
Level of theory: ωB97M-V with the def2-TZVPD basis set

Cartesian coordinates (Å):
C 0.746 -0.200 3.913
C 1.788 -0.069 2.985
C -0.568 -0.276 3.461
C 1.509 0.144 1.642
C -0.865 -0.025 2.075
C 0.142 0.025 1.203
C -0.184 0.270 -0.246
C -0.100 1.473 -0.905
C -0.645 -1.057 -0.767
C 0.335 -2.093 -0.944
N 0.468 2.548 -0.273
N -1.930 -1.413 -0.711
N -0.499 1.539 -2.249
N 0.052 0.463 -2.937
H 0.885 -0.177 4.988
H 2.851 0.014 3.368
H -1.371 -0.363 4.210
H 2.424 0.028 0.914
H -1.872 -0.061 1.733
H 0.428 -2.913 -0.241
H 1.389 -1.904 -1.137
H 0.076 -2.848 -1.636
H 0.433 2.361 0.656
H 0.382 3.553 -0.629
H -2.640 -0.737 -0.501
H -2.265 -2.253 -1.086
H -1.513 1.325 -2.236
H -0.345 2.496 -2.763
H 1.138 0.615 -2.934
H -0.207 0.473 -3.932

## Properties
Highest occupied orbital energy (spin up / spin down)   -13.2 / -15.8 eV
Expectation value of S²   2.01
Gap between HOMO and LUMO (spin up / spin down)   5.59 / 5.90 eV
2S+1   3
Total energy   -608.828961 Eh
Relative energy (zero: lowest compared OMol25 entry of this formula, charge and spin)   0.9654 eV
LUMO energy (spin up / spin down)   -7.6 / -9.9 eV
Net charge   +2

These are the Löwdin partial charges, in e, on atoms 1 to 5: C -0.04; C -0.05; C 0.00; C -0.03; C -0.02

---

[4]
Formula: H4N2O2P
Source: the OMol25 dataset
Level of theory: ωB97M-V with the def2-TZVPD basis set

Cartesian coordinates (Å):
N 1.458 0.755 -0.289
N -1.058 -0.648 0.083
O -0.359 2.385 0.779
O 0.844 0.671 2.250
P 0.331 1.069 0.870
H 1.116 1.015 -1.211
H 1.634 -0.301 -0.250
H -2.049 -0.757 0.340
H -0.562 -1.467 0.599

## Properties
Highest occupied orbital energy   -4.0 eV
Gap between HOMO and LUMO   8.50 eV
Total energy   -603.847727 Eh
Relative energy (zero: lowest compared OMol25 entry of this formula, charge and spin)   1.9819 eV
LUMO energy   4.5 eV
Net charge   -1

These are the Löwdin partial charges, in e, on atoms 1 to 5: N -0.14; N -0.22; O -0.42; O -0.45; P 0.30